Arrangement w

An isolated molecule of C4H6S3. Source: OMol25; level of theory: the ωB97M-V functional and the def2-TZVPD basis.

```
13
C4H6S3, DFT the ωB97M-V functional and the def2-TZVPD basis
H 3.32350 -1.60443 -1.07842
H -3.40064 -1.57428 0.16033
H -1.99710 -1.73762 1.19630
C -0.36384 0.49929 0.03304
H -1.90856 -2.35604 -0.44686
C 3.34839 -0.78722 -0.34461
C -2.33578 -1.56546 0.15919
H 2.26566 0.58046 0.79147
H 4.30792 -0.31746 -0.11310
S 0.60629 -0.95958 0.15382
S 0.22094 2.01588 0.07512
C 2.24780 -0.31754 0.19532
S -2.07536 0.19588 -0.27689
```

Kohn-Sham gap   8.54 eV

***

Arrangement x

An isolated molecule of C4H6S3. Source: OMol25; level of theory: the ωB97M-V functional and the def2-TZVPD basis.

```
13
C4H6S3, DFT the ωB97M-V functional and the def2-TZVPD basis
H -0.56723 -2.63477 -0.51535
S -1.00831 -0.80275 0.92860
H -2.92573 -2.10933 -1.38014
H 2.13271 1.12446 0.29643
H 2.38052 2.89445 0.83668
C -0.87814 -1.64743 -0.75375
C 0.00524 0.44148 0.67789
H -0.02276 -1.15255 -1.22841
C 2.27092 1.86147 1.10267
H 2.94369 1.63983 1.83940
C -2.20797 -1.33351 -1.46200
S 0.55440 1.60928 1.79018
S -2.67734 0.10936 -2.13221
```

Kohn-Sham gap   7.23 eV

***

Q: Which of them is the least stable? A: arrangement x.

***

Arrangement w

The ion C10H9O3S with charge -1. Source: OMol25; level of theory: the ωB97M-V functional and the def2-TZVPD basis.

```
23
C10H9O3S, DFT the ωB97M-V functional and the def2-TZVPD basis
O 1.60090 0.37025 -1.41823
C 0.27385 -0.40910 0.31981
H -3.04949 0.40562 0.78971
C -1.21105 -1.78294 -1.02532
C 0.00891 -1.49581 -0.58224
H 3.64216 0.85424 -1.61220
C -2.31146 -0.92057 -0.60317
H -1.23007 -2.55514 -1.76467
C -1.34354 -1.12668 2.65379
C -2.11053 -0.07485 0.44228
C -0.91333 -0.35915 1.37989
H 2.69870 2.29033 -1.55921
H -2.36945 -1.48377 2.63767
H -3.18156 -0.79721 -1.25652
O 0.81498 2.86518 -0.35464
C 1.32471 2.06956 0.43385
H -0.68150 -1.69498 3.30723
S -0.88893 0.65173 2.99704
O 1.87400 2.28332 1.51125
C 1.15546 0.61650 -0.19274
H 2.48410 1.05006 -2.98150
H 0.79896 -2.01706 -1.18739
C 2.61419 1.26048 -1.93470
```

SMILES string   CO/C(C(=O)[O-])=C1\C=CC=C[C@@]12CS2
Kohn-Sham gap   7.41 eV
Charge   -1

***

Arrangement x

A cluster of 2 separate species, C10H9O3S in total. Source: OMol25; level of theory: the ωB97M-V functional and the def2-TZVPD basis.

```
23
C10H9O3S, DFT the ωB97M-V functional and the def2-TZVPD basis
C 3.13120 -0.26324 -0.01019
C -2.50714 1.54656 -0.39716
S -0.52554 -0.49910 -1.83026
H 1.95953 -2.94063 1.66456
H 3.89703 -1.41669 1.63956
O -3.30030 -0.90478 -0.11108
O -0.29577 0.58525 -2.90214
H 3.94889 0.57113 -0.01220
C 2.12576 -0.06509 -0.90836
H 2.21324 0.42099 -1.86297
C 3.00393 -1.23976 1.01420
H -2.61503 1.57538 -1.50322
C -2.84411 -0.63660 1.07995
C 1.91602 -2.13160 0.91374
C -2.84299 0.42988 0.21309
H -0.74723 2.50066 0.06831
O -2.76895 -1.05041 2.16932
C 0.94406 -0.75136 -0.83916
H -2.06077 3.56167 -0.04699
C 0.93562 -1.88400 0.03620
H 0.16064 -2.61531 0.04507
C -1.83717 2.63294 0.26810
H -1.89093 2.57409 1.31162
```

Kohn-Sham gap   5.74 eV
Charge   -1

***

Q: Which of them is the least stable? A: arrangement x.

***

Arrangement w

The ion C5H10NS with charge +1. Source: OMol25; level of theory: the ωB97M-V functional and the def2-TZVPD basis.

```
17
C5H10NS, DFT the ωB97M-V functional and the def2-TZVPD basis
H -5.05002 -0.59476 1.37248
H 0.07590 0.30810 -1.72836
H 3.27456 -0.44193 0.98187
C -2.05258 0.47068 -0.24693
C -0.72355 0.31187 0.10496
C -3.02596 -0.03080 0.55973
N 0.32343 0.61477 -0.75026
H -2.69242 -0.77450 1.25749
C 1.63055 0.74770 -0.45614
H -2.32531 0.80174 -1.21885
H 2.28000 0.36539 -1.29956
H -0.19926 0.34060 1.02957
S -4.62743 0.04308 0.19745
H 1.67208 -1.17725 0.18241
H 1.84888 1.78259 -0.27188
C 2.14694 -0.30350 0.69163
H 1.52333 -0.11993 1.57074
```

Kohn-Sham gap   7.98 eV
Charge   +1

***

Arrangement x

A structure of composition C5H10NS. Source: OMol25; level of theory: the ωB97M-V functional and the def2-TZVPD basis.

```
17
C5H10NS, DFT the ωB97M-V functional and the def2-TZVPD basis
C -2.48689 0.73274 0.61755
H -4.38513 0.17918 1.28364
C 1.29861 0.20292 -0.71098
H 1.53720 -2.21861 -1.61063
H 0.82735 2.23932 -0.89632
H 0.64026 1.78300 0.93556
C 1.97005 -0.72442 -0.02025
C 2.25721 -2.09946 -0.77521
H 1.81068 -2.91253 -0.26016
H 3.19955 -2.20417 -1.18363
H -2.31444 -0.09887 -0.08753
N -3.56310 0.75059 1.40091
H 1.23585 -0.07248 -1.72189
H -3.74628 1.67689 1.75386
C 0.72890 1.42210 -0.16087
S -1.47015 2.01062 0.51448
H 2.46032 -0.66681 0.92146
```

Kohn-Sham gap   8.20 eV
Charge   +1

***

Q: Which of them is the least stable? A: arrangement x.

***

Arrangement w

A structure of composition C5H10NS. Source: OMol25; level of theory: the ωB97M-V functional and the def2-TZVPD basis.

```
17
C5H10NS, DFT the ωB97M-V functional and the def2-TZVPD basis
H -0.89438 -0.30770 -1.69005
C -0.95115 1.75941 -0.04095
H 2.37770 -1.79359 -0.19077
H -0.92600 -1.92637 -1.08980
H 0.80187 1.26632 1.09695
C 1.67725 -1.15458 0.37965
H -1.07441 1.60267 -1.17903
C -0.32414 -1.00221 1.33237
H 0.66507 -1.35347 -1.79193
H -0.96518 2.86364 0.31751
C 0.30138 -0.50489 0.05119
H -1.06691 -0.38585 1.99690
H -1.77060 1.35333 0.53913
S 1.06302 -1.81696 1.84845
H 1.03720 1.44168 -0.53631
C -0.29320 -1.09156 -1.21777
N 0.34248 1.05013 0.17447
```

Kohn-Sham gap (alpha / beta)   7.64 / 7.86 eV
Charge   +1

***

Arrangement x

A cluster of 2 separate species, C5H10NS in total. Source: OMol25; level of theory: the ωB97M-V functional and the def2-TZVPD basis.

```
17
C5H10NS, DFT the ωB97M-V functional and the def2-TZVPD basis
H -0.51728 -1.26104 -1.98037
N -0.98350 2.09959 0.12383
C 0.92746 -0.95085 1.21716
H 1.16668 0.85890 -1.69472
H 0.00306 -0.61478 1.72798
C 0.70920 -0.77017 -0.31946
C -0.16444 1.43995 -0.33851
H 1.31516 -1.94799 1.45671
C 1.01237 0.73982 -0.69475
H -2.49416 2.84477 1.18352
S -3.91419 3.20299 0.96888
H 1.74162 1.32113 -0.09776
C -0.41229 -1.44396 -0.97215
H -1.36184 -1.19722 -0.34997
H 1.50337 -1.42968 -0.86949
H 1.75263 -0.46393 1.65827
H -0.28385 -2.42753 -1.01919
```

Kohn-Sham gap (alpha / beta)   4.10 / 4.10 eV
Charge   +1

***

Q: Which of them is the least stable? A: arrangement x.

***

Arrangement w

An isolated molecule of C5H8S. Source: OMol25; level of theory: the ωB97M-V functional and the def2-TZVPD basis.

```
14
C5H8S, DFT the ωB97M-V functional and the def2-TZVPD basis
C 0.10284 -0.55823 -0.05989
H 1.50354 -0.39929 1.44119
H -0.33116 -0.24021 -2.37949
C 1.07989 0.08113 0.57427
H 0.18455 -2.19385 1.18829
C -0.34707 -1.89295 0.34270
H 0.01993 -2.44796 -0.46412
H -2.90643 0.01589 -2.03297
S -1.31646 1.65480 -0.95441
C -2.18068 0.06713 -1.22931
H -2.50023 -0.47518 -0.31978
C -0.65550 0.03562 -1.37133
H -1.46517 -1.94892 0.45550
H 1.49327 0.91046 0.19020
```

SMILES string   C=C(C)[C@H]1CS1
Kohn-Sham gap   9.55 eV

***

Arrangement x

An isolated molecule of C5H8S. Source: OMol25; level of theory: the ωB97M-V functional and the def2-TZVPD basis.

```
14
C5H8S, DFT the ωB97M-V functional and the def2-TZVPD basis
S -0.53628 1.36083 -1.05522
H -2.23669 -1.13638 0.82051
H 1.28349 -0.93830 -1.26896
H 2.45837 -0.57829 0.02715
H 1.01408 1.44857 0.61200
H -0.16530 -0.11626 1.99800
H 2.20724 0.62114 -1.31325
C -0.18005 -0.38809 0.97036
H -2.98510 0.65607 -0.85822
C 1.75251 -0.13532 -0.67184
C -1.97677 0.43605 -0.59419
H 0.31037 -1.32952 0.91234
C -1.59393 -0.41515 0.36621
C 0.64806 0.51465 0.05509
```

SMILES string   C[C@@H]1CC=CS1
Kohn-Sham gap   8.80 eV

***

Q: Which of them is the least stable? A: arrangement w.